Below is C20H30N3O4S2SiTc as an isolated structure, with properties calculated with ωB97M-V/def2-TZVPD.

Output
HOMO-LUMO gap (alpha / beta) (eV): 6.0 / 6.4
LUMO energy (alpha / beta) (eV): -5.082 / -4.502
Highest occupied orbital energy (alpha / beta) (Ha): -0.408 / -0.400

ORCA input file:
```
! wB97M-V def2-TZVPD RIJCOSX def2/J DEFGRID3
* xyz 1 2
Tc 0.0333 0.8114 0.5940
C -1.4130 6.2693 3.9348
C -0.8819 4.8655 3.9349
C -1.7343 3.7847 3.6871
C -1.2553 2.4902 3.6602
C 0.1019 2.2754 3.8804
C 0.9745 3.3271 4.1127
C 0.4701 4.6177 4.1536
S 0.7956 0.6663 3.7377
C -0.0545 -0.2403 5.0100
O 0.1366 0.0532 2.4653
H -2.4563 6.2984 4.2446
H -1.3542 6.6972 2.9312
H -0.8357 6.9104 4.5989
H -2.7889 3.9669 3.5211
H -1.9230 1.6615 3.4558
H 2.0331 3.1463 4.2519
H 1.1403 5.4456 4.3482
H -1.1282 -0.1087 4.8973
H 0.2911 0.1486 5.9673
H 0.2292 -1.2853 4.9021
C 2.9101 -1.0928 1.2403
Si 2.1195 -0.2317 -0.2161
C 3.2401 1.1240 -0.8379
C 1.6732 -1.4152 -1.5755
H 3.7618 -1.6672 0.8637
H 2.2367 -1.7920 1.7369
H 3.2927 -0.3824 1.9761
H 4.2138 0.6912 -1.0871
H 3.4052 1.8912 -0.0820
H 2.8489 1.5943 -1.7412
H 2.5904 -1.8188 -2.0142
H 1.1123 -0.9058 -2.3611
H 1.0737 -2.2488 -1.2089
C 2.8277 5.0053 -0.5579
C 1.4539 5.4513 -0.0806
C 0.2956 4.5951 -0.6102
C -1.0420 5.1403 -0.0269
C -2.3026 4.3852 -0.4216
C 0.2152 4.6997 -2.1311
O 0.3020 5.7557 -2.7001
N -0.0144 3.5283 -2.8385
C -0.1211 2.2393 -2.3390
O -0.3479 1.2858 -3.0313
N 0.0869 2.1366 -0.9635
C 0.4053 3.1684 -0.1923
O 0.6658 2.8010 0.9958
H 3.5914 5.7118 -0.2358
H 2.8756 4.9544 -1.6474
H 3.0931 4.0285 -0.1539
H 1.2571 6.4720 -0.4085
H 1.4023 5.4383 1.0102
H -1.1036 6.1780 -0.3592
H -0.9269 5.1478 1.0599
H -2.4589 4.3840 -1.5015
H -3.1721 4.8628 0.0289
H -2.2905 3.3470 -0.0806
H -0.1082 3.6192 -3.8420
S -2.9067 -1.8095 -1.7812
C -1.8415 -1.0483 -0.9373
N -1.0217 -0.4712 -0.2708
*
```